ORCA calculation (ωB97M-V/def2-TZVPD) on a gas-phase ion, C2HClNOS2 (charge -1) at a distorted geometry.

The geometry in XYZ format:
```
8
Properties=species:S:1:pos:R:3:forces:R:3:mulliken_charge:R:1
O -0.965 0.561 2.146 3.135 1.559 -4.216 -0.617
C -0.210 1.024 1.176 -3.502 -1.830 4.478 0.493
Cl -0.001 2.799 1.193 -0.033 0.632 0.026 -0.255
N 0.514 0.490 0.260 0.213 0.216 0.093 -0.355
C 0.497 -0.535 -0.527 -0.662 -0.157 -0.335 0.291
S 1.853 -1.214 -1.163 0.882 -0.637 -0.370 -0.440
S -1.113 -1.141 -1.102 -0.094 0.281 0.379 -0.238
H -0.576 -1.984 -1.983 0.060 -0.063 -0.056 0.121
```
Positions in Å, forces in eV/Å.

Properties
Total charge: -1
LUMO energy: 3.2 eV
Electronic energy: -1463.44805 hartree
SMILES string: [O-]/C(Cl)=N\C(=S)S
Max |F|: 6.0 eV/A
ΔE to the lowest compared entry with this formula, charge and spin: 0.251 eV
Frontier orbital gap: 0.2847 hartree



ORCA calculation (ωB97M-V/def2-TZVPD) on 2 unconnected molecules or ions with the total composition C2HClO at a distorted geometry.

The geometry in XYZ format:
```
5
Properties=species:S:1:pos:R:3:forces:R:3:mulliken_charge:R:1
C 1.049 1.118 0.345 1.377 -1.083 -1.481 -0.203
C -0.899 -1.777 -0.859 -0.432 -2.377 3.897 0.161
O -1.014 -2.387 0.128 0.443 2.389 -3.884 -0.162
Cl -0.073 1.947 1.201 -0.748 0.485 -0.267 0.019
H 0.936 1.098 -0.815 -0.640 0.586 1.735 0.185
```
Positions in Å, forces in eV/Å.

Properties
LUMO energy (spin up / spin down): -0.8 / -0.8 eV
Electronic energy: -612.08562 hartree
Max |F|: 4.6 eV/A
ΔE to the lowest compared entry with this formula, charge and spin: 2.975 eV
Frontier orbital gap (spin up / spin down): 0.2976 / 0.2976 hartree



ORCA calculation (ωB97M-V/def2-TZVPD) on a single C2HClO3 molecule at a distorted geometry.

The geometry in XYZ format:
```
7
Properties=species:S:1:pos:R:3:forces:R:3:mulliken_charge:R:1
C -0.698 -0.401 -0.027 0.327 -0.175 0.059 -0.167
C 0.555 -0.761 -0.053 -0.117 2.882 -0.058 0.444
O -1.114 0.890 -0.078 -0.592 0.061 -0.498 -0.200
O 1.077 1.370 -0.253 -0.353 -2.277 -0.298 -0.364
O -0.042 1.749 0.337 0.153 0.398 0.787 0.045
Cl 1.778 -1.790 0.057 0.499 -0.699 0.030 -0.105
H -1.557 -1.056 0.017 0.083 -0.189 -0.022 0.347
```
Positions in Å, forces in eV/Å.

Properties
LUMO energy (spin up / spin down): -1.1 / -0.8 eV
Electronic energy: -762.39532 hartree
Max |F|: 2.9 eV/A
ΔE to the lowest compared entry with this formula, charge and spin: 9.749 eV
Frontier orbital gap (spin up / spin down): 0.2795 / 0.3101 hartree



ORCA calculation (ωB97M-V/def2-TZVPD) on a molecular structure, C2HCrF6NO3S2 at a distorted geometry.

The geometry in XYZ format:
```
16
Properties=species:S:1:pos:R:3:forces:R:3:mulliken_spin:R:1
N 1.178 -0.396 -0.721 -0.761 -0.259 0.010 -0.053
S 1.798 1.129 -1.117 -0.209 0.079 0.041 -0.005
C 2.954 1.409 0.258 -0.316 -0.317 0.194 -0.001
F 3.372 2.674 0.169 0.096 0.166 -0.135 0.000
F 4.024 0.612 0.218 0.120 -0.061 -0.094 0.000
F 2.396 1.235 1.460 -0.133 0.007 0.009 0.000
S -0.357 -0.478 -0.361 0.360 0.904 0.701 -0.126
O -1.302 -0.462 -1.582 0.861 -0.692 -0.534 0.003
O -2.068 0.621 0.719 -0.181 -0.252 -1.850 0.005
C -0.396 -2.274 0.134 0.486 0.074 -0.077 0.002
F 0.604 -2.522 0.961 0.027 -0.009 0.117 0.000
F -1.538 -2.534 0.747 -0.374 0.075 0.049 0.002
F -0.290 -3.045 -0.932 -0.005 -0.163 -0.257 -0.002
Cr -2.880 0.484 -1.040 0.246 0.312 1.250 4.026
O -3.809 1.314 0.415 -0.326 0.050 0.554 0.143
H -3.687 2.232 0.673 0.109 0.085 0.022 0.007
```
Positions in Å, forces in eV/Å.

Properties
Spin multiplicity: 5
LUMO energy (spin up / spin down): -2.0 / -1.8 eV
Electronic energy: -2797.13974 hartree
Max |F|: 1.9 eV/A
Frontier orbital gap (spin up / spin down): 0.2434 / 0.2507 hartree



ORCA calculation (ωB97M-V/def2-TZVPD) on a molecular structure, C2HCuLi2O2 at a distorted geometry.

The geometry in XYZ format:
```
8
Properties=species:S:1:pos:R:3:forces:R:3:mulliken_charge:R:1
O -2.087 -0.550 -0.911 4.813 0.895 5.828 -0.485
C -1.166 -0.222 0.085 -5.743 -3.693 -7.104 -0.395
C -0.355 0.878 -0.027 0.708 2.251 3.665 0.442
Li 2.376 -0.983 -2.483 -0.366 -0.081 0.813 0.606
Cu 1.402 -1.372 0.775 2.087 -1.920 -3.187 -0.461
H -1.292 1.615 -0.200 2.462 0.036 0.168 0.224
Li 0.422 -0.456 1.984 -2.175 2.497 1.787 0.780
O 0.700 1.089 0.777 -1.785 0.015 -1.970 -0.711
```
Positions in Å, forces in eV/Å.

Properties
LUMO energy (spin up / spin down): -1.6 / -1.8 eV
Electronic energy: -1882.56710 hartree
Max |F|: 9.9 eV/A
ΔE to the lowest compared entry with this formula, charge and spin: 4.650 eV
Frontier orbital gap (spin up / spin down): 0.1623 / 0.1685 hartree



ORCA calculation (ωB97M-V/def2-TZVPD) on a molecular structure, C2HDyO3 at a distorted geometry.

The geometry in XYZ format:
```
7
Properties=species:S:1:pos:R:3:forces:R:3:mulliken_spin:R:1
O 0.885 1.806 -0.029 -0.042 -2.656 -0.915 0.092
H 1.226 1.858 0.876 0.071 0.385 0.552 -0.001
O -0.189 -0.271 0.580 1.098 1.088 -0.759 0.286
O -1.301 -0.756 -0.211 0.646 -0.862 0.128 0.081
C 0.542 0.564 -0.327 -1.874 3.123 4.381 0.250
C 0.512 -0.207 -1.396 -0.017 -2.116 -3.045 0.356
Dy -1.675 -2.993 0.507 0.119 1.037 -0.341 3.936
```
Positions in Å, forces in eV/Å.

Properties
Total charge: +2
Spin multiplicity: 6
LUMO energy (spin up / spin down): -10.5 / -11.5 eV
Electronic energy: -1186.57644 hartree
Max |F|: 5.7 eV/A
ΔE to the lowest compared entry with this formula, charge and spin: 6.674 eV
Frontier orbital gap (spin up / spin down): 0.3147 / 0.2758 hartree



ORCA calculation (ωB97M-V/def2-TZVPD) on 2 unconnected molecules or ions with the total composition C2HF at a distorted geometry.

The geometry in XYZ format:
```
4
Properties=species:S:1:pos:R:3:forces:R:3:mulliken_charge:R:1
C -1.055 -0.399 -0.454 2.620 0.790 -0.707 -0.295
C 0.994 0.567 -0.450 -2.397 -1.523 0.583 0.138
F 1.580 -0.140 0.441 -0.107 0.346 -0.435 -0.034
H -1.519 -0.028 0.463 -0.117 0.387 0.559 0.192
```
Positions in Å, forces in eV/Å.

Properties
LUMO energy (spin up / spin down): -1.2 / -0.8 eV
Electronic energy: -176.31592 hartree
Max |F|: 2.9 eV/A
ΔE to the lowest compared entry with this formula, charge and spin: 6.258 eV
Frontier orbital gap (spin up / spin down): 0.2729 / 0.2876 hartree



ORCA calculation (ωB97M-V/def2-TZVPD) on 2 unconnected molecules or ions with the total composition C2HF3O2 at a distorted geometry.

The geometry in XYZ format:
```
8
Properties=species:S:1:pos:R:3:forces:R:3:mulliken_charge:R:1
C -1.564 -0.779 -0.338 0.855 0.715 -2.065 0.382
C 0.760 0.519 -0.123 -1.199 -2.319 -0.628 0.577
O -2.140 -0.992 -1.359 0.876 0.242 2.119 -0.358
O 1.715 -0.246 0.466 -1.583 -0.950 -5.303 -0.374
F -1.994 -1.001 0.894 -0.276 -0.169 0.075 -0.150
F 0.971 0.813 -1.400 0.158 -0.030 0.947 -0.173
F 0.401 1.547 0.604 0.113 0.669 0.016 -0.188
H 1.852 0.139 1.255 1.057 1.842 4.840 0.284
```
Positions in Å, forces in eV/Å.

Properties
LUMO energy (spin up / spin down): -0.2 / -0.9 eV
Electronic energy: -526.76884 hartree
Max |F|: 5.6 eV/A
ΔE to the lowest compared entry with this formula, charge and spin: 4.194 eV
Frontier orbital gap (spin up / spin down): 0.3487 / 0.3038 hartree